Arrangement a

DFT (the ωB97M-V functional and the def2-TZVPD basis) results for 2 unconnected molecules or ions with the total composition CHN3O.

Cartesian coordinates (Å):
C  1.0304  -0.4512  0.4171
N  -0.9368  0.6983  -1.2562
N  -1.5470  0.9702  -0.1847
N  -1.2334  -0.3072  -0.1993
O  1.8126  0.3113  0.0480
H  0.8742  -1.2214  1.1752

Orbital gap (spin up / spin down) = 8.972 / 7.746 eV
LUMO energy (spin up / spin down) = -0.26 / -0.30 eV
Total charge = 0

Electronic structure analysis, Löwdin charges in units of e: -0.080, 0.023, -0.060, -0.064, 0.100, 0.082

---

Arrangement b

DFT (the ωB97M-V functional and the def2-TZVPD basis) results for 2 unconnected molecules or ions with the total composition CHN3O.

Cartesian coordinates (Å):
N  0.1284  -0.7712  0.7126
N  1.0277  -0.6007  1.3240
O  2.0387  -0.4882  1.8945
C  -1.0755  0.5933  -1.3166
N  -0.7004  1.5826  -1.7267
H  -1.4189  -0.3158  -0.8878

SMILES string = N#[N+][O-].C#N
Orbital gap = 13.233 eV
LUMO energy = 0.93 eV
Total charge = 0

Electronic structure analysis, Löwdin charges in units of e: 0.230, -0.278, 0.116, -0.142, 0.056, 0.017

---

The least stable of them is arrangement a.

---

Arrangement a

DFT (the ωB97M-V functional and the def2-TZVPD basis) results for 2 unconnected molecules or ions with the total composition C3H10NSi.

Cartesian coordinates (Å):
C  -1.7464  1.4962  -0.3317
C  -0.8745  0.5315  -0.6527
C  -0.1721  -0.3589  0.2684
N  -0.3607  -1.8079  -0.0196
Si  2.3481  0.6608  0.5428
H  -2.3379  2.0412  -1.1087
H  -1.8977  1.8373  0.7115
H  -0.7813  0.2626  -1.6661
H  -0.6494  -0.2499  1.3353
H  -1.4801  -2.0641  -0.1683
H  -0.1959  -2.4802  0.8073
H  0.2689  -1.9727  -0.7833
H  3.4193  -0.4937  0.7435
H  2.1764  0.7284  -0.9423
H  2.2832  1.8695  1.2638

Orbital gap = 8.230 eV
LUMO energy = -4.34 eV
Total charge = +1

Atom charges from the Löwdin analysis, given in e for atoms 1 to 6: 0.037, -0.277, -0.339, 0.098, 0.841, 0.087

---

Arrangement b

DFT (the ωB97M-V functional and the def2-TZVPD basis) results for a gas-phase ion, C3H10NSi (charge +1).

Cartesian coordinates (Å):
C  -2.0406  0.9098  0.0785
C  -1.2118  -0.0106  -0.4220
C  0.1063  -0.3626  0.3827
N  0.6751  -1.6583  -0.0375
Si  1.2921  1.1252  -0.1492
H  -2.8678  1.4006  -0.4360
H  -1.7465  1.4504  0.9555
H  -1.4611  -0.7210  -1.2027
H  0.1238  -0.1404  1.5018
H  0.6080  -1.9071  -1.0768
H  0.1025  -2.4056  0.2722
H  1.6095  -1.8705  0.5078
H  0.5924  2.3628  -0.0364
H  2.2022  1.0322  1.0339
H  2.0160  0.7949  -1.3718

SMILES string = C=C[C@@H]([NH3+])[SiH3]
Orbital gap = 9.691 eV
LUMO energy = -3.97 eV
Total charge = +1

Atom charges from the Löwdin analysis, given in e for atoms 1 to 6: 0.013, -0.194, -0.455, 0.125, 0.736, 0.085

---

Arrangement c

DFT (the ωB97M-V functional and the def2-TZVPD basis) results for a gas-phase ion, C3H10NSi (charge +1).

Cartesian coordinates (Å):
C  1.8675  -1.4246  0.0977
C  1.2068  -0.3536  -0.3033
C  0.0324  0.2500  0.3909
N  -0.1458  1.7800  -0.0892
Si  -1.8284  -0.8023  0.0469
H  2.7418  -1.6977  -0.4466
H  1.8528  -1.9304  1.1269
H  1.4595  0.0709  -1.3365
H  0.2117  0.1974  1.5184
H  0.5757  2.1585  -0.6963
H  -0.1604  2.5391  0.6940
H  -1.0512  1.9392  -0.6087
H  -2.3370  -0.0459  -1.2470
H  -1.5745  -2.2950  -0.1758
H  -2.8509  -0.3857  1.0286

SMILES string = C=C[C@@H]([NH3+])[SiH3]
Orbital gap = 9.894 eV
LUMO energy = -3.77 eV
Total charge = +1

Atom charges from the Löwdin analysis, given in e for atoms 1 to 6: 0.011, -0.265, -0.357, 0.136, 0.761, 0.059

---

The least stable of them is arrangement a.